Record 1
The following is a quantum chemistry calculation of a molecular structure, C32H36N2O6RbS2 in a non-equilibrium geometry, from the Open Molecules 2025 dataset.

Geometry as ORCA input:
```
! RIJCOSX wB97M-V def2-TZVPD def2/J DEFGRID3
* xyz 1 1
Rb 1.12467 0.35557 0.09016
C 1.26405 3.60156 -2.20967
C -0.19194 3.30998 -1.89147
O -0.34263 2.45907 -0.76824
C -0.65173 3.05524 0.48924
C 0.55054 3.56295 1.26333
O 1.32936 2.46487 1.72644
C 2.69506 2.74676 2.04204
C 3.62562 2.25996 0.95354
O 3.58756 0.83359 0.93693
C 4.28007 0.24832 -0.16368
C 4.14092 -1.25783 -0.07518
O 2.78754 -1.68454 -0.20559
C 2.42098 -2.31407 -1.43042
C 2.41476 -1.40259 -2.64040
O 1.48710 -0.34994 -2.41852
C 1.25860 0.53020 -3.51106
C 2.17522 1.73331 -3.45717
O 2.08986 2.44655 -2.23105
H 1.69663 4.25650 -1.45322
H 1.31833 4.13255 -3.16706
H -0.67341 2.79966 -2.72785
H -0.72276 4.25743 -1.74358
H -1.15485 2.27877 1.07351
H -1.34811 3.88799 0.35070
H 0.18630 4.14760 2.11544
H 1.15932 4.22610 0.64084
H 2.92585 2.22605 2.97232
H 2.84103 3.81724 2.20689
H 4.64499 2.60771 1.15435
H 3.31407 2.65216 -0.02414
H 5.34384 0.50813 -0.12161
H 3.86769 0.62882 -1.10941
H 4.48745 -1.58361 0.90631
H 4.77385 -1.73031 -0.83269
H 1.41581 -2.70318 -1.26794
H 3.08683 -3.15729 -1.64037
H 2.11313 -1.99693 -3.51105
H 3.41608 -1.00255 -2.84292
H 0.21148 0.83097 -3.44899
H 1.40089 0.00868 -4.46408
H 1.95791 2.38999 -4.30685
H 3.21432 1.40927 -3.55150
S 0.01685 1.22878 5.92493
C -0.36417 1.29585 7.58716
C -1.43913 0.51887 7.88590
C -1.95730 -0.14494 6.74092
C -1.27077 0.13743 5.59622
C -1.54103 -0.36614 4.23743
C -0.66713 -0.09302 3.16656
N -0.86121 -0.48786 1.92890
C -1.96309 -1.21523 1.64719
C -2.89277 -1.55641 2.63227
C -4.05394 -2.33678 2.28554
C -4.25721 -2.74283 1.02009
C -3.32066 -2.40750 -0.02348
C -3.50496 -2.82063 -1.35149
C -2.58903 -2.48361 -2.31702
C -1.48666 -1.71091 -1.89943
N -1.27802 -1.30871 -0.66761
C -2.18372 -1.65066 0.27644
C -2.72571 -2.90916 -3.72288
C -3.69303 -3.69717 -4.27349
C -3.51795 -3.91125 -5.66892
C -2.41422 -3.28372 -6.15300
S -1.58481 -2.43894 -4.92264
C -2.65838 -1.10938 3.94074
H 0.22449 1.90399 8.25562
H -1.84614 0.41731 8.88121
H -2.80504 -0.81490 6.77731
H 0.23166 0.49540 3.33827
H -4.76070 -2.59012 3.06626
H -5.13036 -3.33072 0.76414
H -4.37965 -3.41117 -1.59739
H -0.72662 -1.41878 -2.61933
H -4.51330 -4.11819 -3.70904
H -4.18372 -4.50461 -6.27827
H -2.04344 -3.27372 -7.16561
H -3.38142 -1.35138 4.71024
*
```

The max |F| comes out at 1.0 eV Å⁻¹. As for the HOMO energy: -10.067 eV. As for the orbital gap: 7.66 eV. As for the LUMO energy: -2.40 eV.

List of Mulliken charges in e, atom by atom: atom 1 (Rb): 0.852, atom 2 (C): -0.710, atom 3 (C): -0.661, atom 4 (O): -0.261, atom 5 (C): -0.916, atom 6 (C): -0.366, atom 7 (O): 0.014, atom 8 (C): -0.956, atom 9 (C): -0.102, atom 10 (O): -0.362, atom 11 (C): -0.178, atom 12 (C): -0.768, atom 13 (O): -0.479, atom 14 (C): -0.803, atom 15 (C): -0.634, atom 16 (O): 0.550, atom 17 (C): -0.608, atom 18 (C): -0.996, atom 19 (O): -0.166, atom 20 (H): 0.270, atom 21 (H): 0.458, atom 22 (H): 0.349, atom 23 (H): 0.469, atom 24 (H): 0.157, atom 25 (H): 0.457, atom 26 (H): 0.403, atom 27 (H): 0.335, atom 28 (H): 0.313, atom 29 (H): 0.463, atom 30 (H): 0.482, atom 31 (H): -0.005, atom 32 (H): 0.484, atom 33 (H): -0.101, atom 34 (H): 0.413, atom 35 (H): 0.483, atom 36 (H): 0.291, atom 37 (H): 0.424, atom 38 (H): 0.435, atom 39 (H): 0.315, atom 40 (H): 0.225, atom 41 (H): 0.458, atom 42 (H): 0.494, atom 43 (H): 0.314, atom 44 (S): -0.081, atom 45 (C): -0.413, atom 46 (C): -0.607, atom 47 (C): -0.481, atom 48 (C): 0.555, atom 49 (C): 0.703, atom 50 (C): -0.784, atom 51 (N): 0.401, atom 52 (C): -0.519, atom 53 (C): 0.843, atom 54 (C): -1.087, atom 55 (C): -1.000, atom 56 (C): 0.755, atom 57 (C): -0.624, atom 58 (C): 0.385, atom 59 (C): -0.249, atom 60 (N): 0.611, atom 61 (C): -0.545, atom 62 (C): 0.552, atom 63 (C): -0.522, atom 64 (C): -0.607, atom 65 (C): -0.412, atom 66 (S): -0.062, atom 67 (C): -0.474, atom 68 (H): 0.424, atom 69 (H): 0.396, atom 70 (H): 0.368, atom 71 (H): 0.143, atom 72 (H): 0.442, atom 73 (H): 0.435, atom 74 (H): 0.368, atom 75 (H): -0.335, atom 76 (H): 0.392, atom 77 (H): 0.406, atom 78 (H): 0.425, atom 79 (H): 0.361

---

Record 2
The following is a quantum chemistry calculation of a molecular structure, C32H37AsCuFN3O4S2, from the Open Molecules 2025 dataset.

Geometry as ORCA input:
```
! RIJCOSX wB97M-V def2-TZVPD def2/J DEFGRID3
* xyz 2 2
Cu -1.96125 -0.20152 -0.33196
F 4.13871 0.06860 -3.09503
C 3.84437 0.02552 -1.77753
C 2.52966 -0.08757 -1.43357
C 2.14057 -0.18939 -0.09493
C 0.73288 -0.32799 0.25013
O -0.11970 -0.30427 -0.68829
C 0.45471 -0.46586 1.63302
C 1.48119 -0.40578 2.53357
N 2.77964 -0.26817 2.21890
C 3.77912 -0.23438 3.27006
C 4.71300 -1.40373 3.41356
C 3.63119 -1.17543 4.42286
C 3.14079 -0.16072 0.88872
C 4.47985 -0.00694 0.51201
C 4.87486 0.07329 -0.81548
N 6.23558 0.23055 -1.12946
C 7.24483 -0.52226 -0.40223
C 8.40483 0.42030 -0.05741
N 8.50754 1.45750 -1.13823
C 8.17097 0.87403 -2.47211
C 6.67404 0.53399 -2.49316
C -0.92645 -0.72848 2.24404
O -1.00714 -0.72755 3.45861
O -1.88397 -0.98903 1.42680
H 1.77216 -0.11936 -2.20427
H 1.22436 -0.47495 3.58206
H 4.16511 0.76100 3.45417
H 5.73695 -1.20589 3.70130
H 4.59269 -2.23129 2.72640
H 3.89557 -0.82023 5.40779
H 2.79164 -1.85617 4.41114
H 5.22337 0.05679 1.29189
H 7.60584 -1.36065 -1.00972
H 6.83940 -0.94569 0.51042
H 9.34334 -0.12860 -0.00249
H 8.24444 0.93339 0.88829
H 9.43802 1.87463 -1.14362
H 7.83513 2.20122 -0.94402
H 8.79682 -0.00416 -2.61567
H 8.40558 1.59022 -3.25592
H 6.51977 -0.29492 -3.18895
H 6.10708 1.38796 -2.85797
C -4.68389 1.42843 -2.99310
As -2.87889 2.06259 -2.70953
C -2.82712 3.90328 -3.29601
C -1.72944 1.05610 -3.89610
S -2.09652 2.15688 -0.73811
H -4.95633 1.64912 -4.02494
H -5.36801 1.93933 -2.31817
H -4.73426 0.35822 -2.81201
H -3.08498 4.02520 -4.34639
H -1.81805 4.26728 -3.11406
H -3.51667 4.47440 -2.67707
H -2.11631 1.08990 -4.91316
H -1.66968 0.02456 -3.55339
H -0.74064 1.50811 -3.85852
O -3.85817 -0.42347 -0.61610
S -4.75263 0.17835 0.49126
C -6.40918 -0.07757 -0.14504
C -6.77854 -1.25570 -0.77441
C -8.07858 -1.38740 -1.23302
C -8.99106 -0.35290 -1.05944
C -8.60741 0.82203 -0.42970
C -7.30667 0.96607 0.03024
C -4.80063 -1.01029 1.82115
C -4.61702 -2.36385 1.60130
C -4.63217 -3.21756 2.68966
C -4.82054 -2.71472 3.97114
C -5.00415 -1.35563 4.17309
C -4.99221 -0.49059 3.09065
H -6.06035 -2.05400 -0.90856
H -8.38442 -2.30491 -1.71738
H -10.00606 -0.46621 -1.41565
H -9.31726 1.62674 -0.29432
H -6.99153 1.87655 0.52642
H -4.41960 -2.73392 0.60373
H -4.48722 -4.27866 2.53693
H -4.81081 -3.38830 4.81734
H -5.14115 -0.96383 5.17146
H -5.10892 0.57833 3.22606
*
```

The max |F| comes out at 0.9 eV Å⁻¹. As for the HOMO energy (spin up / spin down): -12.656 / -12.636 eV. The energy above the lowest of the compared OMol25 structures with the same formula, charge and spin is 18.6 kcal per mole. As for the orbital gap (spin up / spin down): 7.85 / 7.65 eV. As for the LUMO energy (spin up / spin down): -4.80 / -4.99 eV.

List of Mulliken charges in e, atom by atom: atom 1 (Cu): 0.526, atom 2 (F): -0.343, atom 3 (C): 0.227, atom 4 (C): -0.702, atom 5 (C): 0.772, atom 6 (C): 1.951, atom 7 (O): -1.238, atom 8 (C): -0.249, atom 9 (C): -0.443, atom 10 (N): 0.249, atom 11 (C): -0.299, atom 12 (C): -0.380, atom 13 (C): -0.986, atom 14 (C): -0.304, atom 15 (C): -0.731, atom 16 (C): -0.908, atom 17 (N): 0.224, atom 18 (C): -0.697, atom 19 (C): -0.762, atom 20 (N): -0.113, atom 21 (C): -0.793, atom 22 (C): -0.756, atom 23 (C): 0.462, atom 24 (O): -0.693, atom 25 (O): -0.677, atom 26 (H): 0.604, atom 27 (H): 0.852, atom 28 (H): 0.408, atom 29 (H): 0.302, atom 30 (H): 0.219, atom 31 (H): 0.271, atom 32 (H): 0.357, atom 33 (H): 0.910, atom 34 (H): 0.316, atom 35 (H): 0.488, atom 36 (H): 0.378, atom 37 (H): 0.439, atom 38 (H): 0.351, atom 39 (H): 0.385, atom 40 (H): 0.358, atom 41 (H): 0.396, atom 42 (H): 0.416, atom 43 (H): 0.527, atom 44 (C): -1.037, atom 45 (As): 0.826, atom 46 (C): -1.074, atom 47 (C): -1.131, atom 48 (S): -0.514, atom 49 (H): 0.508, atom 50 (H): 0.323, atom 51 (H): 0.278, atom 52 (H): 0.400, atom 53 (H): 0.355, atom 54 (H): 0.367, atom 55 (H): 0.466, atom 56 (H): 0.327, atom 57 (H): 0.335, atom 58 (O): -0.426, atom 59 (S): 0.063, atom 60 (C): 0.586, atom 61 (C): -0.061, atom 62 (C): -0.762, atom 63 (C): -0.463, atom 64 (C): -0.652, atom 65 (C): -0.347, atom 66 (C): 0.802, atom 67 (C): -0.177, atom 68 (C): -0.887, atom 69 (C): -0.485, atom 70 (C): -0.689, atom 71 (C): -0.307, atom 72 (H): 0.293, atom 73 (H): 0.424, atom 74 (H): 0.419, atom 75 (H): 0.433, atom 76 (H): 0.446, atom 77 (H): 0.373, atom 78 (H): 0.418, atom 79 (H): 0.426, atom 80 (H): 0.421, atom 81 (H): 0.409

---

Record 3
The following is a quantum chemistry calculation of a molecular structure, C32H37AsNO2PS2Se2Si2W in a non-equilibrium geometry, from the Open Molecules 2025 dataset.

Geometry as ORCA input:
```
! RIJCOSX wB97M-V def2-TZVPD def2/J DEFGRID3
* xyz 0 1
W 0.27007 1.27365 0.02670
Se 0.21634 0.79923 -2.22838
P 2.69430 0.88813 -0.09050
Se 0.59490 3.50928 0.52713
C 3.49243 1.61123 -1.56924
C 3.04692 2.73321 -2.26701
C 3.76758 3.22413 -3.34601
C 4.94545 2.60626 -3.74275
C 5.40060 1.49042 -3.05580
C 4.67604 0.99682 -1.98049
C 3.49326 1.79251 1.27351
C 3.34930 1.28969 2.56848
C 3.91836 1.94638 3.64762
C 4.65457 3.10802 3.45144
C 4.81056 3.61005 2.16807
C 4.22960 2.96215 1.08641
H 2.13342 3.22676 -1.96105
H 3.40750 4.09634 -3.87735
H 5.50496 2.99180 -4.58561
H 6.31586 0.99856 -3.35984
H 5.02924 0.12040 -1.44944
H 2.77674 0.38418 2.73856
H 3.79153 1.54383 4.64494
H 5.10608 3.61601 4.29413
H 5.38359 4.51454 2.00467
H 4.35331 3.37189 0.09186
O 0.99038 -0.98203 3.39233
C 0.15544 -0.42295 2.72388
O 0.46169 0.51422 1.85375
C -1.30356 -0.74237 2.90171
C -1.69087 -1.15108 4.17704
C -3.01458 -1.42070 4.47010
C -3.97706 -1.31642 3.47307
C -3.60288 -0.94233 2.19550
C -2.27418 -0.63730 1.91200
S -1.87044 -0.28039 0.21696
H -0.92068 -1.24521 4.93049
H -3.29554 -1.72315 5.46995
H -5.01430 -1.54096 3.68573
H -4.33838 -0.89042 1.40265
C -4.94505 3.24209 -1.98767
Si -4.13324 1.56536 -1.81471
C -3.28764 1.05175 -3.39079
C -5.35470 0.26692 -1.24928
As -2.46671 1.85618 -0.13189
Si -3.48272 2.78978 1.82222
C -2.44085 2.40889 3.31789
C -3.35274 4.59284 1.35028
C -5.26521 2.26959 2.05319
H -5.67459 3.21151 -2.80127
H -4.21249 4.01585 -2.22434
H -5.47257 3.53729 -1.07833
H -4.02818 1.01613 -4.19590
H -2.83196 0.06416 -3.30720
H -2.50504 1.75614 -3.67412
H -6.02641 -0.00313 -2.06821
H -5.96125 0.62442 -0.41536
H -4.83301 -0.63881 -0.93452
H -1.37717 2.46845 3.07813
H -2.65721 1.41854 3.72604
H -2.65434 3.15108 4.09245
H -2.30116 4.88955 1.31091
H -3.85793 5.20835 2.09814
H -3.80391 4.80942 0.37980
H -5.36320 1.19021 2.14695
H -5.89361 2.60520 1.22536
H -5.65466 2.72140 2.97024
S 1.99948 -4.06504 1.16682
C 1.84770 -2.37456 0.82209
N 0.91349 -2.03263 0.00832
C 0.22879 -3.15303 -0.43910
C -0.80810 -3.14094 -1.37380
C -1.39756 -4.33726 -1.72488
C -0.96453 -5.54666 -1.16520
C 0.07480 -5.57787 -0.25764
C 0.67076 -4.36963 0.09721
H 2.51021 -1.65771 1.28791
H -1.10985 -2.20145 -1.81857
H -2.19932 -4.34656 -2.45196
H -1.44399 -6.47159 -1.45783
H 0.41876 -6.51395 0.16183
*
```

The max |F| comes out at 1.4 eV Å⁻¹. As for the HOMO energy: -6.701 eV. The energy above the lowest of the compared OMol25 structures with the same formula, charge and spin is 29.5 kcal per mole. As for the orbital gap: 5.90 eV. As for the LUMO energy: -0.80 eV.

List of Mulliken charges in e, atom by atom: atom 1 (W): 0.665, atom 2 (Se): -0.243, atom 3 (P): -0.112, atom 4 (Se): -0.349, atom 5 (C): -0.008, atom 6 (C): 0.323, atom 7 (C): -0.785, atom 8 (C): -0.448, atom 9 (C): -0.622, atom 10 (C): -0.302, atom 11 (C): 0.786, atom 12 (C): -0.238, atom 13 (C): -0.778, atom 14 (C): -0.525, atom 15 (C): -0.702, atom 16 (C): -0.610, atom 17 (H): 0.261, atom 18 (H): 0.414, atom 19 (H): 0.370, atom 20 (H): 0.388, atom 21 (H): 0.390, atom 22 (H): 0.167, atom 23 (H): 0.439, atom 24 (H): 0.374, atom 25 (H): 0.398, atom 26 (H): 0.307, atom 27 (O): -0.663, atom 28 (C): 0.094, atom 29 (O): -0.038, atom 30 (C): -0.034, atom 31 (C): -0.740, atom 32 (C): -0.729, atom 33 (C): -0.596, atom 34 (C): -0.838, atom 35 (C): 1.229, atom 36 (S): -0.207, atom 37 (H): 0.530, atom 38 (H): 0.402, atom 39 (H): 0.445, atom 40 (H): 0.436, atom 41 (C): -1.090, atom 42 (Si): 0.239, atom 43 (C): -0.975, atom 44 (C): -0.911, atom 45 (As): 0.736, atom 46 (Si): 0.284, atom 47 (C): -0.556, atom 48 (C): -1.060, atom 49 (C): -0.956, atom 50 (H): 0.382, atom 51 (H): 0.319, atom 52 (H): 0.274, atom 53 (H): 0.393, atom 54 (H): 0.214, atom 55 (H): 0.282, atom 56 (H): 0.453, atom 57 (H): 0.263, atom 58 (H): 0.229, atom 59 (H): 0.008, atom 60 (H): 0.144, atom 61 (H): 0.538, atom 62 (H): 0.243, atom 63 (H): 0.361, atom 64 (H): 0.304, atom 65 (H): 0.257, atom 66 (H): 0.275, atom 67 (H): 0.397, atom 68 (S): -0.295, atom 69 (C): -0.083, atom 70 (N): 0.377, atom 71 (C): -0.796, atom 72 (C): -0.054, atom 73 (C): -0.846, atom 74 (C): -0.439, atom 75 (C): -0.492, atom 76 (C): 0.899, atom 77 (H): 0.203, atom 78 (H): 0.449, atom 79 (H): 0.406, atom 80 (H): 0.378, atom 81 (H): 0.392

---

The lowest max |F| belongs to which entry?
C32H37AsCuFN3O4S2

---

What is the formula in the second record?
C32H37AsCuFN3O4S2